{"formula": "C10H10ClNOS", "method": "ωB97M-V/def2-TZVPD", "orbital_gap_ev": [8.90, 8.91], "relative_energy_kcal_mol": 65.25, "homo_energy_ev": [-8.6, -8.6], "elements": ["C", "C", "C", "C", "C", "C", "C", "C", "C", "C", "N", "O", "S", "Cl", "H", "H", "H", "H", "H", "H", "H", "H", "H", "H"], "xyz": [[1.323, 0.050, 0.961], [1.340, -0.704, -1.303], [2.711, 0.266, 0.957], [2.693, -0.464, -1.379], [0.612, -0.426, -0.185], [3.342, 0.035, -0.231], [-2.499, 0.340, 1.631], [-2.794, 1.236, 0.487], [-0.752, -0.366, -0.180], [-1.503, -1.404, -0.929], [-1.579, -0.461, 1.764], [-0.350, 2.281, 0.124], [-1.274, 1.410, -0.572], [5.086, 0.193, -0.342], [0.818, 0.471, 1.754], [0.934, -1.210, -2.096], [3.210, 0.578, 1.808], [3.365, -0.713, -2.245], [-3.039, 0.566, 2.550], [-3.648, 0.947, 0.016], [-3.077, 2.265, 0.836], [-2.543, -1.502, -0.614], [-0.912, -2.312, -0.879], [-1.465, -1.076, -1.935]]}